(1)
111
Properties=species:S:1:pos:R:3:forces:R:3 method="wB97M-V/def2-TZVPD" e_homo_ha="-0.0658 / -0.0653" spin_multiplicity=2 e_above_lowest_kj_mol=58.19 s_squared=0.76 homo_lumo_gap_ev="5.31 / 4.00" total_charge=-2
Hg -0.313 -0.611 -1.411 -0.616 -0.081 0.688
S 0.604 3.571 -2.519 0.032 -0.082 0.081
C -0.802 3.384 -1.537 0.217 -0.048 -0.278
C -1.288 4.469 -0.757 -0.193 -0.159 0.102
C -2.440 4.331 -0.019 0.080 0.003 -0.120
C -3.123 3.113 -0.032 -0.064 0.008 0.062
C -2.577 2.087 -0.778 0.048 0.177 -0.111
N -1.470 2.204 -1.517 -0.007 -0.183 0.304
H -0.725 5.392 -0.757 0.008 0.007 -0.049
H -2.815 5.165 0.566 0.022 -0.006 0.017
H -4.029 2.957 0.541 0.030 -0.022 -0.005
H -3.042 1.108 -0.773 0.001 0.014 0.005
C 5.060 -1.546 2.561 0.056 0.092 0.000
C 5.247 -1.621 1.039 -0.008 -0.048 -0.047
C 6.659 -2.150 0.737 -0.017 0.103 -0.078
C 4.221 -2.642 0.518 -0.056 0.012 0.034
Si 4.945 0.103 0.234 0.012 0.120 0.160
Br 2.819 0.629 0.741 -0.106 -0.059 -0.106
C 5.948 1.542 1.072 0.002 0.024 0.035
C 5.793 2.849 0.278 -0.047 -0.078 -0.010
C 5.427 1.849 2.486 -0.024 -0.063 -0.028
C 7.443 1.202 1.189 -0.073 -0.067 -0.060
C 5.077 0.139 -1.689 -0.057 0.019 -0.082
C 4.591 -1.177 -2.313 -0.038 0.009 0.047
C 4.182 1.251 -2.267 0.050 -0.006 0.042
C 6.527 0.363 -2.150 0.011 -0.027 0.142
H 5.089 -2.558 2.979 0.013 0.004 -0.044
H 4.091 -1.112 2.821 0.033 -0.023 0.036
H 5.849 -0.965 3.046 -0.017 -0.036 0.006
H 6.776 -3.151 1.167 -0.036 0.009 -0.019
H 7.437 -1.512 1.160 0.016 -0.060 -0.017
H 6.835 -2.227 -0.340 0.009 -0.052 0.041
H 4.259 -3.550 1.130 0.042 0.041 0.021
H 4.413 -2.942 -0.508 -0.030 -0.032 0.037
H 3.196 -2.273 0.565 0.018 -0.018 -0.032
H 4.739 3.105 0.151 0.040 0.045 -0.016
H 6.257 2.800 -0.707 -0.037 0.048 0.007
H 6.273 3.666 0.829 0.004 -0.033 0.016
H 4.399 2.208 2.457 0.023 0.015 0.026
H 6.050 2.634 2.933 0.001 -0.008 -0.030
H 5.457 0.982 3.143 -0.006 0.056 0.023
H 7.869 0.859 0.243 0.040 0.027 0.050
H 7.607 0.426 1.939 0.040 0.020 -0.023
H 8.000 2.092 1.508 -0.025 -0.002 -0.003
H 3.597 -1.457 -1.955 0.033 -0.036 -0.026
H 5.279 -2.001 -2.118 -0.042 -0.009 -0.006
H 4.527 -1.052 -3.401 0.026 0.042 0.026
H 3.126 1.038 -2.103 0.000 0.071 -0.018
H 4.340 1.317 -3.349 0.031 -0.032 0.024
H 4.385 2.232 -1.840 -0.042 -0.006 -0.050
H 7.213 -0.366 -1.708 0.014 0.008 -0.069
H 6.890 1.360 -1.900 0.036 -0.031 -0.022
H 6.584 0.257 -3.239 -0.033 -0.007 0.012
C -6.245 -2.780 -2.189 0.071 -0.048 0.091
C -4.750 -2.465 -2.224 -0.113 0.071 -0.025
C -4.092 -3.027 -3.479 0.032 0.001 0.063
C -4.543 -0.953 -2.175 0.081 -0.111 0.128
O -4.129 -3.131 -1.127 0.077 0.061 -0.124
Si -3.847 -2.707 0.440 0.188 -0.113 0.007
S -2.650 -1.059 0.813 0.409 0.246 -0.504
O -3.147 -4.013 1.143 -0.021 -0.054 -0.131
C -3.093 -5.399 0.826 -0.026 -0.242 -0.046
C -2.296 -5.630 -0.458 0.029 0.243 0.113
C -4.511 -5.957 0.681 0.002 0.190 0.046
C -2.372 -6.062 1.995 0.004 0.128 -0.002
O -5.386 -2.521 1.045 0.002 0.128 0.048
C -5.857 -1.901 2.238 -0.095 0.032 0.093
C -5.924 -0.387 2.042 0.041 -0.097 -0.076
C -4.962 -2.247 3.427 0.132 -0.073 -0.175
C -7.262 -2.457 2.455 0.027 -0.068 -0.086
H -6.772 -2.248 -2.986 0.002 -0.037 -0.011
H -6.642 -2.471 -1.221 -0.054 0.001 -0.042
H -6.411 -3.854 -2.302 0.004 0.026 -0.007
H -4.491 -2.551 -4.378 -0.022 -0.027 0.015
H -4.250 -4.106 -3.541 0.006 0.019 -0.001
H -3.018 -2.836 -3.427 -0.008 -0.030 -0.052
H -4.999 -0.475 -3.044 -0.023 -0.040 0.001
H -3.477 -0.725 -2.167 -0.026 0.068 0.013
H -4.984 -0.539 -1.265 0.027 0.048 -0.031
H -2.768 -5.102 -1.286 -0.020 -0.061 -0.046
H -2.252 -6.699 -0.682 0.037 0.015 -0.003
H -1.280 -5.246 -0.338 -0.003 -0.081 -0.018
H -5.005 -5.483 -0.170 -0.029 -0.044 0.015
H -5.090 -5.736 1.581 -0.002 -0.031 -0.015
H -4.487 -7.039 0.528 0.006 0.008 -0.017
H -1.360 -5.659 2.063 -0.016 -0.052 0.024
H -2.316 -7.144 1.851 0.010 0.015 0.002
H -2.899 -5.847 2.927 0.000 -0.029 0.001
H -4.929 -0.003 1.819 -0.018 0.054 0.006
H -6.306 0.100 2.944 -0.006 -0.005 -0.018
H -6.584 -0.152 1.203 0.004 0.015 0.024
H -3.960 -1.841 3.269 -0.032 -0.003 0.068
H -4.870 -3.332 3.518 -0.022 0.033 0.033
H -5.371 -1.838 4.354 -0.012 0.007 -0.010
H -7.847 -2.321 1.543 -0.014 0.020 0.033
H -7.769 -1.947 3.278 0.037 -0.029 0.023
H -7.210 -3.527 2.669 -0.029 0.023 0.013
I 0.004 -1.249 6.494 -0.021 -0.045 -0.151
C 0.274 -2.072 4.565 -0.003 0.054 0.274
C 0.188 -1.251 3.458 0.026 -0.036 -0.113
C 0.416 -1.806 2.201 -0.031 0.110 0.133
C 0.714 -3.150 2.053 0.097 -0.086 -0.051
C 0.776 -3.950 3.191 -0.022 0.000 0.156
C 0.560 -3.425 4.458 -0.016 0.036 -0.215
C 1.029 -3.780 0.688 0.180 -0.091 -0.244
O 1.303 -4.997 0.716 -0.130 0.046 -0.035
O 1.038 -3.023 -0.319 -0.207 0.237 0.159
H -0.063 -0.202 3.548 0.025 -0.017 0.042
H 0.351 -1.171 1.330 0.025 -0.080 -0.053
H 1.005 -5.000 3.059 0.012 0.023 -0.040
H 0.611 -4.055 5.336 0.015 0.011 0.026


(2)
119
Properties=species:S:1:pos:R:3:forces:R:3 method="wB97M-V/def2-TZVPD" e_homo_ha=-0.1410 spin_multiplicity=1 e_above_lowest_kj_mol=832.22 homo_lumo_gap_ev=4.71 total_charge=-1
Sr -0.933 0.302 -0.609 8.066 -6.497 -14.582
O -0.219 3.280 0.592 -0.080 0.346 0.494
N 0.430 4.377 0.954 -0.082 0.105 0.540
C 1.436 4.774 0.143 -0.220 0.039 0.237
C 2.117 5.930 0.409 0.227 -0.024 -0.266
C 1.739 6.700 1.509 -0.089 0.089 0.287
C 0.707 6.297 2.320 0.120 -0.113 -0.272
C 0.006 5.095 2.071 -0.165 -0.462 -0.470
S -1.296 4.518 2.990 -0.076 0.291 0.064
H 1.588 4.121 -0.705 0.061 -0.045 0.030
H 2.923 6.233 -0.244 -0.031 -0.006 -0.020
H 2.255 7.628 1.724 0.005 -0.004 -0.026
H 0.371 6.902 3.148 0.022 -0.062 0.065
O -2.628 -1.107 -6.149 -0.146 -0.147 0.024
C -2.454 -1.578 -4.869 0.118 -0.128 -0.076
C -3.274 -2.598 -4.400 0.084 0.279 -0.099
C -3.014 -3.002 -3.104 -0.043 -0.273 -0.003
N -2.078 -2.492 -2.311 -0.234 0.418 0.596
C -1.268 -1.447 -2.710 -0.439 -0.929 -0.384
Br -0.105 1.683 -2.831 0.524 1.344 -0.814
C -1.467 -1.067 -4.052 0.426 0.226 0.080
H -2.037 -0.355 -6.253 0.038 0.022 0.010
H -4.051 -3.038 -5.010 -0.019 0.006 0.028
H -3.602 -3.820 -2.681 -0.002 0.019 -0.016
H -0.817 -0.298 -4.464 -0.096 0.114 -0.001
C -3.553 3.934 -0.488 -0.353 0.137 0.057
C -4.620 3.067 0.212 0.410 -0.732 0.168
C -4.647 3.073 1.759 -0.214 0.067 -0.172
O -4.492 1.682 -0.248 0.882 0.917 0.825
P -3.241 0.596 0.119 -7.655 2.147 -2.197
O -2.926 0.263 -1.312 -3.361 -0.467 0.388
C -1.898 1.657 0.636 -3.710 5.389 4.416
P -0.358 1.286 1.482 3.564 2.004 0.025
O 0.726 0.987 0.466 2.345 1.130 3.090
O 0.192 1.707 2.885 -0.674 -0.403 -0.344
C 1.674 1.856 3.031 0.285 -0.068 0.340
C 2.263 0.481 3.255 -0.284 0.034 -0.118
C 1.847 2.797 4.205 -0.295 0.028 -0.181
O -0.460 -0.990 2.773 -0.999 0.895 -0.421
C -1.308 -0.648 3.952 -0.818 -0.101 -0.114
C -2.256 -1.833 4.169 0.474 -0.024 -0.085
C -2.252 0.561 3.843 -0.114 0.078 -0.262
O -4.214 -0.172 1.182 1.051 -0.434 -0.360
C -5.426 -0.901 0.749 0.098 -0.408 -0.291
C -5.533 -1.076 -0.762 0.107 0.270 0.191
C -5.338 -2.275 1.400 0.070 0.299 0.110
H -4.030 4.741 -1.048 0.001 -0.005 0.030
H -3.036 3.307 -1.210 0.054 0.164 -0.159
H -2.825 4.388 0.183 0.017 -0.124 0.120
H -5.603 3.368 -0.149 0.008 -0.129 -0.096
H -4.333 2.090 2.097 0.123 -0.009 0.259
H -5.664 3.183 2.144 -0.011 0.131 -0.097
H -4.012 3.826 2.225 0.029 0.062 -0.138
H -2.351 2.452 1.241 0.010 0.074 -0.096
H -1.650 2.095 -0.329 -0.702 1.917 0.543
H 2.062 2.288 2.110 -0.171 0.035 -0.056
H 1.780 0.015 4.117 0.106 0.024 0.083
H 3.339 0.546 3.430 -0.031 0.096 0.017
H 2.093 -0.144 2.384 0.154 -0.120 -0.069
H 1.517 2.302 5.120 0.074 0.039 0.045
H 1.235 3.686 4.058 0.033 0.048 0.060
H 2.892 3.093 4.301 0.020 -0.106 -0.005
H -0.629 -0.467 4.784 0.293 -0.316 -0.192
H -3.048 -1.764 3.427 -0.063 -0.129 -0.106
H -2.735 -1.785 5.148 0.173 -0.056 0.071
H -1.737 -2.778 4.018 -0.014 -0.040 0.230
H -2.992 0.361 3.077 -0.184 -0.019 -0.296
H -1.846 1.554 3.680 0.306 0.000 0.146
H -2.849 0.619 4.755 0.222 -0.097 0.156
H -6.263 -0.321 1.142 0.066 0.058 -0.003
H -4.649 -1.595 -1.139 -0.075 -0.075 -0.091
H -5.599 -0.119 -1.269 -0.044 -0.013 -0.076
H -6.421 -1.667 -0.989 0.001 -0.023 0.073
H -4.467 -2.792 0.995 -0.027 -0.104 0.047
H -6.224 -2.862 1.159 -0.029 0.047 0.042
H -5.232 -2.199 2.482 -0.034 -0.032 0.024
S -1.987 -1.432 0.744 -0.254 -2.769 2.334
C -0.985 -0.461 1.567 0.826 -3.411 6.561
O 2.692 -1.430 0.714 -0.050 0.062 -0.221
P 3.145 -2.132 -0.508 0.675 -0.775 0.221
N 3.313 -1.180 -1.892 -0.732 -0.151 0.475
C 3.269 0.286 -1.614 0.626 -0.485 -0.604
C 3.575 0.865 -2.999 -0.503 -0.301 -0.051
C 2.962 -0.190 -3.970 -0.156 0.288 0.542
C 2.364 -1.257 -3.035 1.029 0.448 0.029
N 2.210 -3.483 -0.786 -0.751 0.965 -0.418
C 0.751 -3.241 -0.490 0.319 -0.121 0.149
C 0.053 -4.339 -1.284 0.163 0.404 -0.196
C 0.883 -4.334 -2.574 -0.038 -0.191 0.597
C 2.298 -4.312 -2.005 0.205 -0.140 0.174
N 4.693 -2.771 -0.267 0.140 0.373 -0.081
C 5.568 -3.054 -1.417 -0.111 -0.107 0.211
C 6.901 -2.327 -1.132 -0.113 0.138 0.004
C 6.569 -1.370 0.019 -0.003 -0.253 -0.020
C 5.512 -2.164 0.786 -0.060 0.018 -0.064
H 3.996 0.556 -0.849 -0.190 0.098 0.106
H 2.248 0.528 -1.338 0.037 0.418 0.383
H 4.652 0.952 -3.149 -0.035 0.168 -0.030
H 3.061 1.817 -3.133 0.262 0.119 0.049
H 3.750 -0.634 -4.581 -0.158 0.028 -0.185
H 2.174 0.266 -4.567 0.131 -0.122 -0.227
H 2.380 -2.229 -3.515 -0.271 -0.070 0.141
H 1.383 -0.941 -2.681 -0.386 -0.317 -0.412
H 0.406 -2.231 -0.830 0.225 -0.770 0.007
H 0.612 -3.317 0.589 -0.088 0.053 -0.025
H -0.968 -4.026 -1.484 -0.120 -0.305 0.148
H 0.121 -5.303 -0.772 -0.044 0.029 0.036
H 0.632 -3.401 -3.080 0.078 -0.102 -0.282
H 0.708 -5.201 -3.210 -0.033 0.102 -0.110
H 3.062 -3.948 -2.695 -0.016 -0.014 -0.005
H 2.580 -5.327 -1.701 0.087 -0.005 -0.117
H 5.092 -2.681 -2.323 0.093 -0.040 -0.062
H 5.723 -4.134 -1.510 0.009 0.020 -0.090
H 7.272 -1.808 -2.016 0.054 -0.046 0.007
H 7.661 -3.041 -0.806 0.018 -0.001 -0.049
H 6.121 -0.452 -0.368 0.045 0.026 0.040
H 7.443 -1.126 0.624 -0.021 0.088 -0.015
H 4.881 -1.558 1.432 0.043 -0.028 0.069
H 5.992 -2.948 1.386 -0.011 0.021 0.024


(3)
122
Properties=species:S:1:pos:R:3:forces:R:3 method="wB97M-V/def2-TZVPD" e_homo_ha=-0.4286 spin_multiplicity=1 homo_lumo_gap_ev=8.15 total_charge=+1
C 0.128 1.254 3.562 0.285 -0.419 0.242
C 1.038 0.012 3.510 0.072 0.855 -0.178
O 2.374 0.503 3.721 0.298 -0.385 -0.257
C 1.058 -0.734 2.144 0.266 0.376 1.524
O 0.241 -0.033 1.200 -0.281 -1.045 -0.386
C 0.181 -0.609 -0.068 1.235 0.044 -0.401
C 1.247 -1.683 -0.387 -0.069 -0.130 0.841
N 0.557 0.501 -1.014 1.059 -1.080 -0.936
C 0.633 1.887 -0.567 -0.598 1.280 -0.685
C -0.729 2.548 -0.235 0.600 -0.027 0.097
C -1.441 3.135 -1.457 -0.465 0.186 0.409
F -1.512 4.524 -1.299 0.114 -0.172 -0.206
C -0.192 0.237 -2.142 -0.729 0.921 2.432
N 0.276 0.255 -3.382 -1.204 0.669 -0.830
C 1.686 0.504 -3.766 1.041 0.356 0.477
C 2.186 1.978 -3.746 0.927 -0.431 -0.393
C 3.461 2.011 -2.912 -0.077 0.330 0.056
C 4.519 1.161 -3.189 -0.475 -0.520 -0.666
C 5.649 1.163 -2.410 1.204 -0.756 0.166
C 5.792 2.001 -1.326 -0.140 0.597 0.476
C 4.764 2.885 -1.062 -0.101 0.291 0.461
C 3.635 2.874 -1.848 -1.182 0.659 -0.050
S -0.779 -0.071 -4.673 1.161 -0.595 -2.249
O -0.234 0.507 -5.834 0.311 1.182 0.045
O -1.027 -1.455 -4.769 -1.017 -0.270 1.459
F -2.048 0.751 -4.316 0.264 -0.392 0.533
N -1.434 -0.058 -1.691 0.317 -0.808 -1.984
C -1.246 -1.104 -0.572 -1.156 1.634 -1.155
C -1.248 -2.444 -1.369 -0.422 -0.332 0.606
C -2.613 -2.881 -1.899 -0.029 -0.760 0.018
O -3.390 -3.500 -0.873 -0.112 0.517 0.155
C -4.766 -3.339 -1.163 0.092 0.393 -0.207
C -5.650 -4.153 -0.197 0.665 -0.856 -0.996
F -4.908 -4.653 0.806 -0.401 0.398 0.253
F -6.109 -5.238 -0.900 -0.122 0.224 0.179
C -6.919 -3.411 0.295 0.071 -0.020 -0.166
F -7.802 -4.317 0.757 0.161 0.271 0.332
F -7.505 -2.831 -0.784 0.441 -0.087 -0.039
C -6.681 -2.291 1.354 -0.556 0.072 0.592
F -5.502 -1.659 1.184 -0.136 -0.334 -0.433
F -7.652 -1.359 1.161 0.124 -0.125 0.129
C -6.814 -2.742 2.844 0.338 0.008 0.129
F -6.391 -4.007 3.053 -0.089 0.130 -0.262
F -6.008 -1.934 3.574 -0.381 0.042 -0.015
C -2.463 -0.831 0.313 0.489 -0.542 3.013
C -2.320 -1.503 1.736 0.941 -2.033 -2.108
C -1.667 -2.918 1.736 -3.645 0.230 1.829
O -3.143 -2.583 1.972 -0.144 1.176 0.489
H 0.415 2.011 2.812 -0.326 -0.727 0.252
H 0.334 1.724 4.534 -0.298 -0.085 -0.137
H -0.934 0.983 3.516 0.121 0.214 -0.131
H 0.824 -0.685 4.331 -0.274 0.024 -0.261
H 2.491 0.705 4.656 -0.138 -0.016 -0.043
H 2.118 -0.737 1.869 -0.329 -0.035 -0.267
H 0.713 -1.765 2.280 -0.017 0.188 -0.171
H 1.323 -1.891 -1.457 -0.279 0.084 0.134
H 1.017 -2.610 0.148 0.237 0.080 -0.163
H 2.243 -1.355 -0.081 -0.250 0.032 0.007
H 1.380 2.066 0.208 -0.209 -0.678 0.087
H 0.998 2.463 -1.426 0.156 -0.248 0.157
H -0.458 3.395 0.400 -0.164 0.016 0.005
H -1.372 1.910 0.375 0.121 0.026 -0.171
H -0.915 2.952 -2.406 -0.023 -0.007 0.169
H -2.481 2.799 -1.554 0.227 -0.090 -0.005
H 1.921 0.078 -4.745 -0.681 -0.096 0.113
H 2.288 -0.080 -3.060 -0.337 0.141 0.075
H 1.455 2.723 -3.423 -0.008 -0.258 0.040
H 2.492 2.230 -4.776 -0.379 0.034 0.304
H 4.443 0.456 -4.017 0.130 0.162 0.064
H 6.461 0.471 -2.622 -0.192 0.060 -0.141
H 6.657 2.012 -0.671 0.050 -0.231 -0.295
H 4.782 3.584 -0.230 0.260 -0.160 -0.095
H 2.825 3.568 -1.619 0.230 -0.007 0.010
H -2.170 -0.265 -2.361 0.114 -0.288 0.137
H -0.572 -2.404 -2.229 -0.102 0.253 0.160
H -0.880 -3.273 -0.759 -0.048 0.201 -0.030
H -2.431 -3.661 -2.655 -0.071 0.396 -0.134
H -3.218 -2.084 -2.361 0.343 0.045 -0.009
H -5.058 -2.277 -1.109 0.158 -0.170 -0.015
H -4.928 -3.673 -2.198 -0.429 -0.083 0.313
H -7.856 -2.638 3.169 0.188 -0.029 -0.019
H -2.565 0.218 0.609 0.211 0.084 -0.813
H -3.419 -1.172 -0.082 0.292 -0.007 -0.312
H -2.066 -0.852 2.572 -0.086 -0.100 -0.079
H -1.931 -3.651 0.977 1.495 0.258 -0.503
H -1.514 -3.310 2.742 1.403 -0.014 -0.434
C 1.925 5.989 3.429 -0.011 -0.028 0.059
C 1.911 4.824 2.461 -0.219 0.267 0.013
O 0.723 4.042 2.617 0.130 0.198 -0.240
H 1.862 5.630 4.457 0.070 -0.030 -0.018
H 2.835 6.580 3.318 -0.029 0.026 0.000
H 1.064 6.641 3.262 0.061 0.053 -0.072
H 2.759 4.163 2.644 -0.116 -0.128 -0.014
H 1.967 5.182 1.426 0.144 0.009 0.018
H -0.028 4.624 2.449 0.021 0.008 0.110
C 5.655 -2.943 2.465 0.032 0.010 -0.084
C 4.284 -2.332 2.249 0.091 -0.411 0.174
O 3.487 -3.155 1.391 -0.115 0.186 -0.095
H 6.168 -3.074 1.512 0.001 0.069 0.004
H 6.267 -2.312 3.111 -0.002 -0.035 0.017
H 5.569 -3.931 2.924 0.000 0.050 0.094
H 4.373 -1.355 1.773 -0.104 -0.033 -0.055
H 3.763 -2.205 3.203 0.074 0.175 0.006
H 3.399 -4.015 1.814 0.042 -0.006 -0.038
C 2.151 1.413 -9.384 -0.019 0.075 0.017
C 3.121 1.032 -8.283 -0.315 -0.074 -0.058
O 2.696 1.564 -7.023 0.090 -0.090 0.254
H 2.068 2.498 -9.459 0.076 -0.009 -0.025
H 2.478 1.018 -10.346 -0.034 -0.010 0.005
H 1.151 1.028 -9.169 0.030 -0.090 -0.048
H 4.111 1.435 -8.488 0.002 0.036 0.155
H 3.201 -0.056 -8.199 0.102 -0.003 -0.101
H 1.822 1.199 -6.840 -0.059 0.108 -0.159
C -2.001 0.746 7.801 -0.007 0.060 -0.029
C -1.245 -0.051 6.755 0.015 -0.122 0.453
O 0.140 -0.142 7.090 0.076 0.057 -0.335
H -1.582 1.749 7.892 -0.023 0.003 -0.070
H -3.058 0.829 7.543 0.000 -0.013 0.044
H -1.918 0.273 8.782 -0.085 -0.057 -0.028
H -1.312 0.435 5.783 0.127 -0.019 -0.002
H -1.657 -1.062 6.665 -0.118 0.052 -0.082
H 0.207 -0.580 7.945 0.032 0.025 -0.006